Record 1
{"formula": "C6H11NO2", "method": "the ωB97M-V functional and the def2-TZVPD basis", "elements": ["C", "C", "N", "O", "H", "H", "H", "H", "H", "C", "C", "C", "C", "O", "H", "H", "H", "H", "H", "H"], "coordinates": [[-1.990, 0.797, 0.809], [-1.139, -0.205, 0.016], [-1.889, -1.057, -0.855], [-0.204, -0.889, 0.773], [-2.116, -1.938, -0.412], [-2.702, -0.621, -1.269], [-2.651, 0.233, 1.466], [-1.351, 1.428, 1.423], [-2.566, 1.428, 0.133], [1.858, 0.848, 0.881], [1.808, -1.092, -0.788], [1.067, -0.010, -0.063], [-0.044, 0.612, -0.834], [-0.145, 1.410, -1.719], [2.606, -1.508, -0.178], [2.619, 1.384, 0.310], [1.225, 1.574, 1.386], [2.354, 0.222, 1.622], [1.065, -1.881, -0.958], [2.195, -0.734, -1.741]], "atomic_forces_ev_per_a": [[0.2300, -0.5796, 0.0845], [-0.0103, 2.5766, -1.4924], [0.0545, -0.7130, -0.3082], [2.7519, 1.5046, -0.8602], [-0.1132, 0.0770, 0.0237], [0.0067, -0.0359, 0.2059], [-0.1515, 0.0810, 0.0559], [0.0355, 0.0936, 0.0539], [-0.0629, -0.0340, -0.0223], [-0.2323, -0.0799, 0.0138], [-0.3671, -0.4618, -0.0189], [-0.6897, -1.8933, 1.6485], [-2.6726, -0.6297, 0.7016], [0.6752, -0.1661, 0.2292], [0.1027, 0.0893, -0.0022], [-0.0118, -0.0116, -0.0296], [0.0001, 0.0428, 0.0379], [-0.0005, -0.0086, -0.0210], [0.3711, 0.1174, -0.2952], [0.0840, 0.0312, -0.0050]], "nbo_charge": [-0.644, 0.304, -0.864, -0.582, 0.378, 0.373, 0.216, 0.209, 0.214, -0.642, -0.653, 0.228, 0.559, -0.506, 0.221, 0.237, 0.227, 0.235, 0.256, 0.234], "total_energy_ha": -440.4030, "smiles": "CC1(C)O[C@](C)(N)C1=O", "gap_ev": 9.383, "de_lowest_kcal_mol": 52.9, "molar_mass_g_mol": 129.16, "lumo_ev": 0.84, "homo_ev": -8.541}

Record 2
{"formula": "C40H29F17NOS5Sb2Tc", "method": "the ωB97M-V functional and the def2-TZVPD basis", "elements": ["Tc", "F", "C", "C", "F", "C", "F", "C", "S", "C", "F", "C", "F", "S", "Sb", "S", "S", "S", "C", "C", "C", "C", "C", "C", "C", "C", "C", "C", "C", "C", "N", "H", "H", "H", "H", "H", "H", "H", "H", "H", "H", "H", "H", "H", "H", "H", "H", "H", "F", "C", "F", "F", "C", "O", "C", "F", "F", "F", "C", "F", "F", "F", "F", "C", "C", "C", "C", "C", "C", "Sb", "C", "C", "C", "C", "F", "C", "C", "C", "C", "C", "C", "F", "C", "C", "H", "H", "H", "H", "H", "H", "H", "H", "H", "H", "H", "H"], "coordinates": [[0.671, -1.476, 0.738], [6.685, 1.752, -2.251], [5.586, 1.037, -2.008], [4.438, 1.658, -1.548], [4.426, 2.981, -1.368], [3.302, 0.908, -1.301], [2.191, 1.562, -0.910], [3.275, -0.467, -1.487], [1.865, -1.500, -1.294], [4.440, -1.063, -1.966], [4.486, -2.378, -2.191], [5.584, -0.330, -2.222], [6.686, -0.936, -2.669], [-2.927, -1.299, 3.448], [-3.353, 0.068, 1.767], [-2.265, -0.704, -1.236], [-1.032, 0.094, 0.189], [-3.737, -1.600, -0.070], [2.863, 3.357, 1.949], [2.930, 1.827, 1.908], [4.358, 1.377, 1.587], [2.468, 1.173, 3.198], [2.897, 1.665, 4.421], [2.492, 1.074, 5.605], [1.655, -0.032, 5.591], [1.218, -0.587, 4.398], [0.408, -1.858, 4.418], [-0.491, -1.991, 5.645], [1.376, -3.045, 4.354], [1.638, 0.037, 3.209], [1.304, -0.495, 1.960], [3.006, 3.756, 0.943], [3.653, 3.771, 2.579], [1.910, 3.721, 2.328], [2.277, 1.472, 1.107], [5.031, 1.621, 2.412], [4.723, 1.885, 0.693], [4.412, 0.299, 1.418], [3.551, 2.527, 4.444], [2.836, 1.473, 6.550], [1.348, -0.477, 6.526], [-0.246, -1.876, 3.535], [0.092, -2.256, 6.529], [-1.217, -2.786, 5.479], [-1.045, -1.076, 5.847], [2.049, -3.014, 5.213], [1.991, -3.035, 3.451], [0.828, -3.982, 4.385], [-1.873, -4.337, 1.852], [-1.693, -4.876, 0.652], [-1.647, -6.203, 0.790], [-2.737, -4.572, -0.107], [-0.380, -4.340, 0.010], [-0.354, -2.977, 0.151], [-0.361, -4.651, -1.521], [0.875, -4.505, -1.998], [-0.765, -5.895, -1.765], [-1.151, -3.812, -2.175], [0.856, -5.022, 0.694], [0.598, -5.335, 1.960], [1.232, -6.129, 0.073], [1.891, -4.170, 0.698], [-0.152, 9.743, -0.392], [-0.285, 8.401, -0.323], [-0.498, 7.816, 0.906], [-0.629, 6.433, 0.967], [-0.562, 5.645, -0.182], [-0.329, 6.286, -1.401], [-0.198, 7.664, -1.486], [-0.480, 3.491, -0.133], [-2.109, 3.120, -1.463], [-3.403, 2.804, -1.054], [-4.381, 2.442, -1.972], [-4.046, 2.405, -3.309], [-4.988, 2.053, -4.207], [-2.779, 2.711, -3.761], [-1.814, 3.057, -2.826], [-1.555, 3.277, 1.708], [-1.092, 2.348, 2.641], [-1.713, 2.161, 3.870], [-2.826, 2.926, 4.151], [-3.446, 2.765, 5.335], [-3.330, 3.855, 3.259], [-2.684, 4.027, 2.042], [-0.553, 8.434, 1.791], [-0.787, 5.976, 1.936], [-0.259, 5.709, -2.317], [-0.022, 8.166, -2.428], [-3.673, 2.839, -0.006], [-5.385, 2.185, -1.662], [-2.561, 2.666, -4.819], [-0.810, 3.266, -3.180], [-0.224, 1.740, 2.412], [-1.350, 1.440, 4.590], [-4.207, 4.429, 3.525], [-3.067, 4.767, 1.348]], "atomic_forces_ev_per_a": [[-0.2597, 0.0861, -0.1636], [-0.1928, -0.1067, 0.0565], [0.1140, 0.1326, -0.0338], [-0.1159, -0.0190, -0.3592], [-0.0059, -0.0669, 0.0130], [-0.3833, 0.2076, -0.2233], [0.4039, -0.3249, -0.4312], [-0.0094, -0.0813, 0.2270], [-0.1965, 0.1704, 0.0151], [0.1618, -0.0987, 0.0639], [-0.0437, 0.1529, 0.0629], [0.1293, -0.0697, -0.0398], [-0.1535, 0.0986, 0.0566], [-0.0704, -0.0818, 0.1365], [-0.1520, -0.0256, -0.2280], [-0.1093, 0.0529, 0.0869], [0.4597, -0.0682, -0.0676], [0.1189, 0.0430, -0.0179], [0.0708, -0.0850, -0.0152], [-0.1982, -0.1762, 0.0611], [0.0881, -0.0197, 0.0845], [0.1567, 0.2633, -0.0199], [-0.0502, 0.0751, -0.0061], [-0.0055, -0.0353, 0.0091], [0.0221, 0.1035, -0.0266], [-0.0826, 0.0035, 0.1436], [0.0364, -0.0770, -0.2093], [0.0380, -0.0135, -0.0106], [0.0582, 0.0436, -0.0382], [0.2357, -0.1212, -0.5719], [-0.1350, -0.2386, 0.1789], [-0.0038, -0.0201, 0.0198], [0.0052, 0.0071, 0.0188], [-0.1332, -0.0097, 0.0241], [0.0870, 0.1829, 0.3641], [0.0081, 0.0148, 0.0265], [0.0228, -0.0204, 0.3580], [0.0087, -0.0194, -0.0068], [-0.0066, 0.0149, 0.0150], [-0.0106, 0.0134, 0.0126], [-0.0036, -0.0111, 0.0203], [0.0533, 0.0218, 0.0196], [-0.0099, 0.0144, 0.0293], [0.0207, -0.0119, 0.0029], [-0.0343, 0.0136, -0.0053], [0.0098, -0.0222, -0.0005], [-0.0147, 0.0143, -0.0301], [-0.0764, -0.1514, -0.0355], [0.0003, 0.0766, 0.0835], [0.1228, 0.0700, -0.0498], [-0.0019, -0.2370, 0.0112], [-0.1272, -0.0623, -0.1080], [0.0577, 0.1290, 0.0301], [0.0176, -0.0814, 0.1779], [-0.0571, 0.0459, 0.2722], [0.1982, 0.0601, -0.0947], [-0.0528, -0.2048, -0.1082], [-0.1096, 0.0773, -0.0877], [-0.2989, 0.1151, -0.1267], [0.0135, 0.0620, 0.3644], [0.0734, -0.2220, -0.1064], [0.1807, 0.1430, 0.0097], [-0.0102, -0.0659, 0.0062], [0.0082, 0.1211, -0.0216], [-0.0166, -0.0657, 0.0146], [0.0081, -0.0423, -0.0461], [0.1541, 0.1054, -0.0007], [-0.1161, -0.0264, 0.0332], [-0.0048, -0.0555, 0.0022], [-0.0236, 0.3025, 0.1611], [-0.0595, -0.1379, -0.1424], [-0.0171, 0.0864, 0.0172], [0.0039, 0.0226, 0.0358], [-0.0522, -0.0221, -0.0727], [0.0388, 0.0143, 0.0429], [0.0141, 0.0144, 0.0232], [-0.0083, -0.0264, 0.0321], [-0.0353, -0.0362, 0.1316], [0.0737, 0.0634, -0.0248], [0.0461, 0.0750, 0.0366], [-0.0681, -0.0036, 0.1124], [0.0519, 0.0124, -0.0953], [0.0129, -0.0113, -0.0176], [0.0336, -0.0017, -0.0225], [-0.0028, -0.0005, 0.0163], [0.0068, -0.0198, 0.0135], [0.0116, -0.0191, -0.0104], [-0.0103, -0.0015, -0.0142], [0.0351, -0.0434, -0.0334], [-0.0100, 0.0020, 0.0029], [0.0077, -0.0093, -0.0081], [0.0164, -0.0079, 0.0108], [0.0789, 0.0507, 0.0106], [-0.0232, -0.0148, -0.0230], [-0.0093, 0.0091, -0.0013], [-0.0037, 0.0053, -0.0027]], "mulliken_charge": [0.345, -0.308, 0.736, -0.527, -0.362, 0.255, 0.210, 0.171, -0.319, 0.364, -0.325, 0.166, -0.298, -0.491, 0.519, -0.105, 0.310, -0.299, -1.861, 2.423, -1.498, -0.242, -0.836, -1.554, -0.915, 1.341, 2.001, -2.081, -1.603, 0.468, -0.361, 0.355, 0.435, 0.405, -0.800, 0.400, 0.378, 0.299, 0.429, 0.411, 0.374, -0.778, 0.499, 0.445, 0.387, 0.366, 0.289, 0.470, -0.113, 0.315, -0.278, -0.223, 1.333, 0.289, 0.260, -0.227, -0.260, -0.184, 0.132, -0.273, -0.270, -0.192, -0.336, 0.369, -0.732, -0.163, 0.158, -0.572, -0.625, 1.145, 0.349, -0.266, -0.823, 0.381, -0.348, -0.778, -0.522, -0.320, -0.988, -0.258, 0.422, -0.360, -1.083, -0.092, 0.446, 0.363, 0.258, 0.449, 0.412, 0.464, 0.457, 0.360, 0.697, 0.451, 0.445, 0.645], "total_energy_ha": -5921.6394, "gap_ev": [6.054, 6.055], "de_lowest_kcal_mol": 26.2, "molar_mass_g_mol": 1364.50, "lumo_ev": [-2.05, -2.05], "homo_ev": [-8.108, -8.108]}

Record 3
{"formula": "C4H10N2O", "method": "the ωB97M-V functional and the def2-TZVPD basis", "elements": ["C", "N", "C", "O", "C", "C", "N", "H", "H", "H", "H", "H", "H", "H", "H", "H", "H"], "coordinates": [[-0.673, -0.551, -0.240], [0.170, -1.378, -1.079], [1.163, -2.203, -0.660], [1.285, -2.646, 0.457], [-0.180, 0.862, -0.024], [-1.208, 1.692, 0.811], [1.182, 0.977, 0.469], [-0.822, -1.031, 0.725], [-1.674, -0.610, -0.644], [0.183, -1.123, -2.054], [1.732, -2.570, -1.535], [-0.115, 1.367, -1.000], [-0.768, 1.925, 1.783], [-1.412, 2.561, 0.205], [-2.005, 1.015, 1.120], [1.825, 0.213, 0.352], [1.317, 1.500, 1.315]], "atomic_forces_ev_per_a": [[-0.1770, -0.8449, 0.7856], [0.2876, 0.6291, -0.0996], [-0.9458, -0.7866, -0.4911], [0.4119, 0.3521, 0.2356], [0.2347, 1.0213, -0.5869], [1.5451, -1.4454, 0.2475], [0.0817, 0.1279, 0.2505], [0.5239, -0.2378, 0.2167], [-0.3181, 0.5777, -0.4540], [0.1469, -0.0200, -0.0014], [0.3200, 0.0657, 0.2194], [-0.5248, -0.3097, -0.2282], [0.1809, 0.5166, -0.2121], [-0.8291, 0.2643, 0.4570], [-0.6591, 0.4907, -0.5999], [-0.2070, -0.1449, 0.1039], [-0.0717, -0.2563, 0.1570]], "nbo_charge": [-0.245, -0.613, 0.522, -0.602, -0.046, -0.619, -0.873, 0.221, 0.205, 0.388, 0.105, 0.157, 0.210, 0.226, 0.214, 0.379, 0.373], "total_energy_ha": -343.1498, "smiles": "C[C@@H](N)CNC=O", "gap_ev": 9.714, "de_lowest_kcal_mol": 32.4, "molar_mass_g_mol": 102.14, "lumo_ev": 0.91, "homo_ev": -8.803}

Record 4
{"formula": "C5H10O", "method": "the ωB97M-V functional and the def2-TZVPD basis", "elements": ["C", "C", "C", "C", "O", "C", "H", "H", "H", "H", "H", "H", "H", "H", "H", "H"], "coordinates": [[-1.441, 0.518, -0.877], [-0.433, -0.238, -0.009], [-0.897, -0.298, 1.449], [0.923, 0.466, -0.064], [1.031, 1.626, 0.274], [2.105, -0.344, -0.544], [-1.147, 0.515, -1.932], [-1.509, 1.559, -0.546], [-2.433, 0.059, -0.803], [-0.318, -1.261, -0.394], [-0.975, 0.716, 1.854], [-0.194, -0.861, 2.074], [-1.876, -0.784, 1.522], [2.221, -1.243, 0.075], [1.925, -0.685, -1.571], [3.019, 0.254, -0.508]], "atomic_forces_ev_per_a": [[-0.0318, 0.0559, -0.0654], [-0.0283, -0.0482, -0.0183], [-0.0003, -0.0046, 0.0955], [0.0388, 0.2391, 0.0748], [-0.0261, -0.4444, -0.1444], [0.0808, 0.0331, -0.0111], [-0.0281, 0.0112, 0.1364], [-0.0034, -0.1570, -0.0357], [0.1502, 0.0614, 0.0094], [0.0159, 0.1584, 0.0552], [-0.0032, -0.1529, -0.0589], [-0.0860, 0.0812, -0.0753], [0.1348, 0.0810, -0.0296], [-0.0454, 0.1380, -0.0857], [0.0047, 0.0455, 0.1542], [-0.1727, -0.0976, -0.0010]], "nbo_charge": [-0.598, -0.322, -0.597, 0.611, -0.551, -0.721, 0.209, 0.224, 0.210, 0.198, 0.222, 0.208, 0.210, 0.230, 0.231, 0.235], "total_energy_ha": -271.7522, "smiles": "CC(=O)C(C)C", "gap_ev": 10.518, "de_lowest_kcal_mol": 0.3, "molar_mass_g_mol": 86.13, "lumo_ev": 0.98, "homo_ev": -9.535}